{"formula": "C4H8S", "method": "wB97M-V/def2-TZVPD", "species": ["C", "C", "C", "C", "H", "H", "H", "H", "H", "H", "H", "H", "S"], "xyz": [[0.795, 1.924, -0.352], [-0.329, -0.566, -0.405], [0.210, -0.737, 1.025], [-1.201, -1.521, -0.711], [1.227, 2.635, -1.126], [0.084, 2.459, 0.293], [1.556, 1.526, 0.289], [0.718, -1.705, 1.046], [-0.692, -0.882, 1.572], [0.795, 0.096, 1.426], [-1.475, -2.273, 0.059], [-1.777, -1.627, -1.620], [0.089, 0.670, -1.496]], "forces_ev_per_angstrom": [[-0.2, 1.1, -1.8], [-0.7, -1.5, 1.4], [0.3, 0.2, -1.0], [-0.9, -0.8, 0.1], [-0.3, -0.6, 1.4], [-0.1, -0.3, -0.5], [0.6, -0.2, -0.1], [0.4, 0.4, 0.2], [-0.4, 0.2, 1.0], [-0.1, -0.5, 0.0], [0.4, 0.5, -0.6], [0.2, 0.3, -0.2], [0.7, 1.2, 0.2]], "nbo_charge": [-0.74, -0.20, -0.64, -0.44, 0.23, 0.22, 0.21, 0.23, 0.23, 0.21, 0.19, 0.20, 0.30], "relative_energy_kj_mol": 61.6, "smiles": "C=C(C)SC", "homo_ev": -8.061, "e_lumo_ha": 0.0338, "energy_ev": -15111.7475, "max_force_ev_per_a": 2.2}